C27H31ClN3OP2Sr as an isolated structure, computed with wB97M-V/def2-TZVPD.

Positions of all 66 atoms, in Å:
Sr (-0.17090, 0.16830, 0.42941)
Cl (1.14671, -7.29814, -0.45070)
C (0.96124, -5.63830, 0.03551)
C (1.13826, -5.27771, 1.37314)
C (1.00257, -3.96888, 1.77714)
C (0.67739, -2.95080, 0.86299)
O (0.55581, -1.70513, 1.24413)
C (0.48963, -3.32775, -0.49595)
C (0.14900, -2.44063, -1.62048)
N (-0.14546, -1.19101, -1.60527)
C (-0.45809, -0.48396, -2.84334)
C (-0.56754, -1.08139, -4.06033)
C (-0.85086, -0.33936, -5.23721)
C (-1.02586, 1.00406, -5.18666)
C (-0.93997, 1.66628, -3.93369)
C (-1.12454, 3.06504, -3.82019)
C (-1.05685, 3.68438, -2.61344)
C (-0.80474, 2.88551, -1.47763)
N (-0.61593, 1.58971, -1.53992)
C (-0.67176, 0.94440, -2.76228)
C (0.64694, -4.67389, -0.88113)
H (1.39113, -6.04587, 2.09377)
H (1.14780, -3.68967, 2.81236)
H (0.16671, -2.97142, -2.57417)
H (-0.44041, -2.14959, -4.17073)
H (-0.92263, -0.86270, -6.18146)
H (-1.23575, 1.57931, -6.08038)
H (-1.32422, 3.63664, -4.71985)
H (-1.19809, 4.75102, -2.51194)
H (-0.75692, 3.34624, -0.49281)
H (0.51400, -4.94897, -1.92151)
C (0.27119, 1.76991, 4.36581)
P (0.65229, 2.29175, 2.65771)
C (0.50529, 4.10826, 2.75476)
C (2.48843, 2.06529, 2.61647)
C (3.12052, 2.28917, 1.22902)
P (2.82554, 0.88798, 0.06582)
C (4.02130, -0.35573, 0.65779)
C (3.61329, 1.51600, -1.45528)
H (0.92066, 2.26269, 5.09202)
H (0.39515, 0.69113, 4.46770)
H (-0.76445, 2.00745, 4.60992)
H (1.08951, 4.51622, 3.58208)
H (-0.53973, 4.38902, 2.89645)
H (0.84715, 4.57398, 1.82876)
H (2.69956, 1.05373, 2.97699)
H (2.92922, 2.73917, 3.35487)
H (4.19613, 2.45150, 1.32691)
H (2.71903, 3.19617, 0.76625)
H (4.99176, 0.08675, 0.89049)
H (4.16143, -1.11073, -0.11788)
H (3.64054, -0.87628, 1.53674)
H (4.60535, 1.93124, -1.26484)
H (2.99211, 2.29061, -1.90805)
H (3.71251, 0.70836, -2.18120)
C (-5.35128, -0.96094, 0.91587)
C (-4.36948, -1.93357, 0.96770)
C (-3.04377, -1.54313, 0.91357)
N (-2.67484, -0.25519, 0.82135)
C (-3.63650, 0.67575, 0.77077)
C (-4.98332, 0.37118, 0.81481)
H (-6.39755, -1.23771, 0.95440)
H (-4.61588, -2.98357, 1.04796)
H (-2.24752, -2.28062, 0.95552)
H (-3.31052, 1.70829, 0.69200)
H (-5.72102, 1.16036, 0.77202)

Cartesian forces, eV/Å:
-0.2 1.3 1.1
0.0 0.1 0.0
0.0 0.0 0.0
0.0 -0.1 0.2
0.0 -0.2 0.0
-0.1 0.9 -0.1
0.4 -1.9 0.3
-0.2 0.3 -0.9
0.2 -0.5 0.4
-0.3 0.5 -1.0
0.2 -0.2 1.1
-0.1 0.0 -0.7
0.1 -0.3 0.2
0.0 0.2 0.2
-0.1 0.2 -0.3
0.0 0.0 -0.3
0.0 0.0 0.3
0.0 0.0 -0.4
-0.1 -0.1 -1.1
0.1 -0.2 0.6
0.0 0.0 0.0
0.0 0.0 0.0
0.0 0.0 0.0
0.0 -0.1 0.0
0.0 0.0 0.0
0.0 0.0 0.0
0.0 0.0 0.1
0.0 0.0 0.0
0.0 0.0 0.0
0.0 -0.1 0.0
0.0 0.0 0.0
0.0 0.0 0.1
0.2 -0.1 -0.1
0.0 0.2 0.0
0.0 0.0 0.0
0.0 0.0 0.2
-0.1 0.1 0.0
0.1 -0.1 0.0
0.2 0.1 -0.1
0.0 0.0 0.0
0.0 0.0 -0.1
0.0 0.0 0.0
0.0 0.0 0.0
0.0 0.0 0.0
0.0 -0.1 0.0
0.0 0.0 -0.1
0.0 0.1 0.0
0.1 0.0 0.0
0.0 0.0 0.0
0.0 0.0 0.0
0.0 0.0 0.0
-0.1 0.1 0.0
0.0 0.0 0.0
0.0 0.0 0.0
0.0 0.0 0.0
-0.2 0.0 0.0
0.1 -0.1 0.0
0.0 0.3 0.0
-0.5 -0.2 0.0
0.1 -0.2 0.0
0.0 0.0 0.0
0.0 0.0 0.0
0.0 0.0 0.0
0.0 0.1 0.0
0.0 0.0 0.0
0.0 0.0 0.0

Kohn-Sham gap, eV: 6.934
Total charge: +1
LUMO energy, hartree: -0.109
ΔE to the lowest compared entry with this formula, charge and spin, eV: 0.4451
Electronic energy, eV: -66954.5137

---

C27H31N17P2PbS as an isolated structure, computed with wB97M-V/def2-TZVPD.

Positions of all 79 atoms, in Å:
Pb (-1.03618, -0.55641, 0.03564)
N (-5.01921, -0.72721, 2.26919)
C (-4.28971, -1.07424, 1.23165)
N (-3.13291, -0.41385, 1.27382)
C (-3.22694, 0.30483, 2.43413)
N (-4.37592, 0.20124, 2.99566)
C (-2.22654, 1.28423, 2.87820)
C (-2.45841, 2.45797, 3.54189)
N (-1.47025, 3.34404, 3.61813)
C (-0.28873, 3.09991, 3.06361)
C (0.04492, 1.76535, 2.70158)
N (-0.96807, 0.92862, 2.56846)
H (-6.03553, -0.79229, 2.31509)
H (-4.69356, -1.64886, 0.43907)
H (-3.41254, 2.71960, 4.03053)
H (0.46573, 3.89034, 3.01130)
H (1.05831, 1.46999, 2.49156)
N (-3.81042, 1.34540, -1.73452)
C (-2.87109, 2.09126, -1.03770)
N (-3.05575, 3.29657, -0.62019)
N (-1.94073, 3.64506, 0.05217)
N (-1.16824, 2.63224, 0.14270)
N (-1.66122, 1.61656, -0.59372)
C (-3.66927, -0.00354, -2.10196)
N (-4.41378, -0.68990, -2.96242)
N (-3.92421, -1.95939, -2.86892)
N (-2.90557, -2.02201, -2.05120)
N (-2.71453, -0.80549, -1.55948)
H (-4.49910, 1.92795, -2.07531)
C (-1.44673, -1.23075, 5.52890)
N (-0.25800, -1.12404, 4.78110)
C (0.83746, -0.32177, 5.12306)
C (1.73991, -0.42500, 4.12852)
N (1.18804, -1.35474, 3.26496)
C (-0.07516, -1.76936, 3.64952)
S (-1.25290, -2.67420, 2.88764)
C (1.91937, -1.74825, 2.16245)
C (1.59780, -2.82554, 1.38832)
C (2.24020, -2.95549, 0.15947)
C (3.17976, -2.03433, -0.21944)
C (3.51525, -1.03225, 0.73736)
N (2.84542, -0.88789, 1.85308)
H (-2.30142, -0.93064, 4.89127)
H (-1.36362, -0.52141, 6.39775)
H (-1.62582, -2.28009, 5.68544)
H (0.93671, 0.10031, 6.16563)
H (2.70070, -0.01615, 4.03905)
H (0.98497, -3.60980, 1.70502)
H (1.92128, -3.79207, -0.46327)
H (3.54837, -1.98960, -1.24136)
H (4.34180, -0.39320, 0.56839)
C (-0.57074, -0.21938, -4.03748)
P (0.38186, -1.39894, -3.03991)
C (0.29699, -2.92123, -4.07751)
C (1.98721, -0.68091, -3.38220)
C (2.80745, -1.29520, -4.36443)
C (4.16600, -0.81596, -4.51788)
C (4.71193, 0.17480, -3.68292)
C (3.92362, 0.77958, -2.74086)
C (2.57273, 0.33195, -2.58372)
P (1.54223, 1.38805, -1.50259)
C (1.00002, 2.88278, -2.48535)
C (2.65168, 2.22900, -0.37252)
H (0.00138, 0.19162, -4.86884)
H (-0.77029, 0.61717, -3.43252)
H (-1.50981, -0.58839, -4.40900)
H (0.40020, -2.65635, -5.13428)
H (-0.69745, -3.33525, -3.93453)
H (1.07333, -3.60958, -3.71092)
H (2.39033, -2.03194, -4.99833)
H (4.74708, -1.29724, -5.27833)
H (5.72992, 0.44917, -3.81804)
H (4.31309, 1.47236, -1.98935)
H (1.79978, 3.64089, -2.47321)
H (0.14829, 3.44263, -2.00219)
H (0.76322, 2.50783, -3.49297)
H (3.60385, 2.73185, -0.76688)
H (3.00348, 1.51586, 0.31910)
H (2.05868, 2.98308, 0.09585)

Cartesian forces, eV/Å:
0.7 0.1 -0.5
-1.1 0.5 0.2
1.1 1.0 -0.6
-0.5 -0.8 0.5
0.2 0.7 -0.8
-1.3 -0.1 1.7
1.2 -1.1 -0.5
-0.3 0.6 0.5
0.4 1.0 -0.4
0.3 -1.3 0.8
-1.7 1.7 0.2
0.5 -0.5 -0.4
0.6 -0.2 0.3
0.1 -0.7 -0.6
0.5 -0.2 -0.5
-0.4 -0.1 0.1
0.1 -0.3 -0.3
2.0 -1.3 0.7
1.4 -2.2 0.6
-0.8 1.7 -0.6
-0.4 -0.3 0.6
0.9 0.1 -0.7
-1.3 0.1 0.1
0.7 0.1 0.2
0.6 -0.2 1.0
0.3 -0.1 -0.1
-1.3 0.1 -1.1
-0.3 1.3 0.2
-1.9 0.7 -1.2
-1.4 1.2 0.3
1.1 1.2 1.5
0.0 0.2 1.5
-1.9 -0.8 1.6
0.0 -0.4 -0.1
0.9 0.3 -1.1
0.1 -0.4 -0.2
-1.0 0.0 -0.8
1.2 -0.5 -0.8
-0.7 -0.4 0.2
0.4 1.3 0.2
-0.7 -1.9 -1.5
1.5 1.0 -0.1
0.3 0.2 0.4
-0.3 -1.2 -0.6
-0.1 -0.3 0.9
-0.3 -0.3 -1.7
0.9 0.2 -0.3
-1.1 -0.7 0.5
0.3 0.3 -0.1
0.4 -0.2 0.3
0.6 0.8 -0.2
0.2 -0.1 -0.9
-1.0 -0.1 0.5
0.4 0.6 0.1
2.2 -0.5 -0.3
2.1 2.7 1.3
-2.2 -0.7 0.6
-0.5 -1.0 -0.9
-1.5 -1.2 0.7
0.8 1.7 -0.6
-1.6 -0.3 0.3
-0.1 0.2 0.3
2.0 0.8 -1.1
0.1 -0.3 -0.2
-0.5 1.2 1.0
-0.5 -0.4 0.0
0.2 -0.3 0.1
0.0 -0.1 0.2
-0.3 0.0 -0.4
0.0 -0.7 -0.5
0.4 0.0 -0.3
0.7 0.2 -0.1
0.0 -0.1 -0.7
0.0 -0.5 -0.5
0.5 -1.1 -0.5
0.0 0.6 0.2
-1.5 -0.4 0.2
0.3 -0.7 1.2
-0.4 0.5 0.6

Kohn-Sham gap, eV: 7.966
Total charge: 0
LUMO energy, hartree: 0.001
ΔE to the lowest compared entry with this formula, charge and spin, eV: 0.9542
Electronic energy, eV: -88492.4239

---

Which of these has the highest electronic energy?
C27H31ClN3OP2Sr